The following is a DFT calculation (ωB97M-V/def2-TZVPD) of C6H16CrN2O12S2 as an isolated structure in a non-equilibrium geometry.

Geometry as XYZ:
```
39
Properties=species:S:1:pos:R:3:forces:R:3:lowdin_spin:R:1
Cr 1.13225 -0.43847 -0.45819 1.0 0.3 -3.2 2.805
S 3.20014 1.89462 -1.69405 2.2 2.3 1.2 0.004
S 2.57399 -2.67212 -2.49434 0.2 -1.6 -0.4 0.004
O 2.07927 -1.88706 -1.29371 0.0 0.1 1.1 0.030
O 2.63811 1.83799 -3.02809 0.0 0.1 -0.2 0.005
O 3.94721 -3.15638 -2.24370 0.3 0.8 0.2 0.000
O 2.45441 -1.83333 -3.67464 0.0 -0.3 -0.3 0.005
O 1.44560 -1.04659 1.33652 -0.7 0.3 1.0 0.061
O 0.32617 0.05552 -2.14700 0.1 0.1 0.2 0.036
O 2.48994 0.92747 -0.76178 0.0 -0.6 0.7 0.022
O -0.00621 1.10731 0.44712 -0.2 -0.1 0.3 0.004
O 3.05018 3.24572 -1.03281 -1.7 0.2 -0.3 -0.001
O -0.67949 -1.62210 -0.47085 -0.4 -0.2 0.6 0.006
O 4.67683 1.74082 -1.61522 -0.6 -1.5 -0.6 0.001
O 1.74767 -3.92051 -2.55062 -0.9 0.4 -0.1 0.001
N -0.37605 3.26354 0.96609 -0.1 -0.3 0.9 0.002
N -2.15971 -2.80605 0.74337 -1.6 -0.5 0.6 0.000
C -2.51356 -4.09501 1.26244 -0.9 -1.1 0.2 0.000
C -2.58959 -1.71559 1.60220 1.1 0.7 -0.8 0.000
C -1.20464 4.11882 1.76848 -0.5 1.2 -1.0 0.000
C -1.16173 -2.68232 -0.18354 0.1 0.2 -0.3 0.001
C 0.02592 3.74436 -0.35695 0.0 -0.2 0.2 0.000
C -0.37852 1.93446 1.23555 -0.3 0.2 -0.7 0.003
H -3.52953 -4.21822 1.67100 -0.2 1.1 -0.2 0.000
H -2.00957 4.51807 1.12635 0.0 -0.1 0.0 0.000
H -2.42751 -0.75493 1.10877 0.5 -0.2 -0.1 0.000
H 1.70282 -1.56466 2.09321 0.4 -0.1 -0.5 0.006
H -3.66378 -1.70801 1.78707 0.0 -0.7 0.4 0.000
H -0.54717 0.37719 -2.38077 0.0 0.0 0.5 0.003
H -1.94541 -4.41713 2.14357 0.7 -0.1 -0.4 0.000
H -1.91877 -1.75187 2.46485 -0.6 0.3 0.5 0.000
H -0.67365 5.02773 2.07032 0.2 -0.2 0.4 0.000
H -2.59925 -4.85174 0.47970 1.0 -0.1 0.0 0.000
H 0.46474 4.73927 -0.27653 -0.1 0.1 0.1 0.000
H -0.86223 1.68468 2.19943 0.3 0.0 0.1 0.001
H -0.90829 -3.62793 -0.68659 0.3 0.0 0.1 0.000
H -0.87451 3.75313 -0.97953 0.1 0.1 -0.3 0.000
H 0.82304 3.12094 -0.77870 -0.1 -0.1 0.0 0.000
H -1.74916 3.67834 2.60158 0.6 -0.5 0.2 0.000
```
Positions in Å, forces in eV/Å.

## Properties
<S²>: 3.77
Total charge: -3
DFT total energy: -84120.03683 eV
HOMO-LUMO gap (alpha / beta): 3.571 / 3.562 eV
Multiplicity: 4
LUMO (alpha / beta): 5.8535 / 5.8530 eV
Relative energy (zero: lowest compared OMol25 entry of this formula, charge and spin): 20.49 kcal/mol